# 1
Formula: C8H16O14PtS2
Source: the Open Molecules 2025 dataset
Level of theory: ωB97M-V with the def2-TZVPD basis set

DFT total energy ... -2283.48849 a.u.
<S²> ... 2.00
HOMO level (alpha / beta) ... -0.654 / -1.601 eV
Multiplicity ... 3
Total charge ... -2
E_LUMO (alpha / beta) ... 4.4 / 4.4 eV
HOMO-LUMO gap (alpha / beta) ... 5.0 / 6.0 eV

Element x y z (Å)
Pt (11.35, 26.26, 22.12)
S (10.16, 28.81, 21.83)
O (11.55, 28.37, 21.59)
O (9.48, 27.49, 21.91)
O (10.02, 29.64, 23.02)
O (9.55, 29.57, 20.73)
S (10.16, 24.58, 23.90)
O (10.95, 25.85, 24.12)
O (10.26, 24.44, 22.45)
O (10.71, 23.44, 24.62)
O (8.77, 24.89, 24.30)
C (13.90, 22.52, 21.02)
C (13.57, 22.77, 22.45)
O (14.58, 23.62, 23.03)
C (14.36, 24.91, 22.89)
O (13.40, 25.41, 22.37)
O (15.32, 25.60, 23.47)
C (15.22, 27.02, 23.42)
H (14.74, 21.82, 20.93)
H (14.07, 23.41, 20.42)
H (13.13, 22.02, 20.42)
H (13.42, 21.84, 22.99)
H (12.61, 23.29, 22.55)
H (15.78, 27.41, 22.58)
H (15.69, 27.37, 24.34)
H (14.20, 27.41, 23.38)
C (9.90, 23.00, 17.39)
C (10.12, 23.92, 18.62)
O (10.41, 25.21, 18.06)
C (11.25, 25.94, 18.81)
O (11.60, 25.67, 19.93)
O (11.50, 27.05, 18.15)
C (12.03, 28.23, 18.78)
H (9.11, 23.43, 16.77)
H (9.55, 22.04, 17.78)
H (10.79, 22.86, 16.78)
H (10.97, 23.55, 19.18)
H (9.19, 23.81, 19.18)
H (12.81, 27.95, 19.49)
H (11.29, 28.83, 19.31)
H (12.38, 28.80, 17.92)

***

# 2
Formula: C8H4CoINS8Sb
Source: the Open Molecules 2025 dataset
Level of theory: ωB97M-V with the def2-TZVPD basis set

DFT total energy ... -5468.37882 a.u.
<S²> ... 8.79
HOMO level (alpha / beta) ... -4.462 / -4.900 eV
Multiplicity ... 6
Total charge ... -1
E_LUMO (alpha / beta) ... 1.9 / 0.5 eV
HOMO-LUMO gap (alpha / beta) ... 6.3 / 5.4 eV

Element x y z (Å)
Co (-0.18, 0.17, 0.38)
S (5.36, -0.08, 5.16)
C (4.14, -0.04, 4.07)
S (2.47, 0.15, 4.50)
C (1.79, 0.11, 2.88)
C (2.70, -0.04, 1.85)
S (2.37, -0.08, 0.20)
S (4.38, -0.17, 2.36)
S (0.11, 0.27, 2.73)
S (-2.91, 2.75, -2.55)
Sb (-2.42, 2.43, -0.30)
S (-2.40, -0.01, -0.08)
S (0.01, 2.34, -0.33)
I (-0.24, -5.37, 2.73)
C (-0.11, -4.20, 0.99)
C (-0.05, -4.79, -0.26)
C (0.05, -3.95, -1.36)
C (0.07, -2.58, -1.17)
N (0.01, -2.02, 0.04)
C (-0.08, -2.82, 1.10)
H (-0.07, -5.87, -0.37)
H (0.09, -4.36, -2.36)
H (0.14, -1.90, -2.01)
H (-0.14, -2.34, 2.07)

***

# 3
Formula: C22H27FN4O3
Source: the Open Molecules 2025 dataset
Level of theory: ωB97M-V with the def2-TZVPD basis set

DFT total energy ... -1399.16918 a.u.
SMILES ... CCOc1ccc(NC(=O)CN2CCN(CC(=O)Nc3cccc(F)c3)CC2)cc1
HOMO level ... -8.058 eV
E_LUMO ... 0.5 eV
HOMO-LUMO gap ... 8.6 eV

Element x y z (Å)
C (-6.11, -2.65, 0.74)
C (-6.43, -1.85, -0.52)
O (-6.38, -0.45, -0.30)
C (-5.18, 0.18, -0.20)
C (-3.93, -0.41, -0.40)
C (-2.78, 0.34, -0.29)
C (-2.84, 1.70, 0.02)
N (-1.70, 2.51, 0.17)
C (-0.40, 2.18, -0.03)
O (-0.01, 1.09, -0.41)
C (0.55, 3.35, 0.28)
N (1.97, 3.03, 0.25)
C (2.43, 2.71, -1.10)
C (3.91, 2.35, -1.09)
N (4.06, 1.23, -0.19)
C (5.18, 0.33, -0.35)
C (4.71, -1.13, -0.14)
O (5.49, -2.03, 0.09)
N (3.37, -1.24, -0.27)
C (2.54, -2.34, -0.13)
C (3.02, -3.63, 0.09)
C (2.13, -4.68, 0.21)
C (0.76, -4.48, 0.12)
C (0.31, -3.20, -0.10)
F (-1.03, -2.98, -0.19)
C (1.16, -2.12, -0.23)
C (3.79, 1.66, 1.16)
C (2.31, 2.02, 1.24)
C (-4.09, 2.29, 0.22)
C (-5.24, 1.54, 0.11)
H (-5.09, -2.47, 1.07)
H (-6.79, -2.36, 1.54)
H (-6.23, -3.71, 0.53)
H (-5.76, -2.13, -1.34)
H (-7.46, -2.03, -0.83)
H (-3.83, -1.45, -0.64)
H (-1.83, -0.13, -0.44)
H (-1.90, 3.45, 0.45)
H (0.32, 3.73, 1.28)
H (0.37, 4.15, -0.45)
H (2.26, 3.59, -1.73)
H (1.87, 1.86, -1.53)
H (4.22, 2.06, -2.10)
H (4.51, 3.22, -0.77)
H (6.02, 0.53, 0.32)
H (5.56, 0.39, -1.38)
H (2.91, -0.34, -0.43)
H (4.08, -3.79, 0.16)
H (2.51, -5.68, 0.38)
H (0.06, -5.30, 0.21)
H (0.76, -1.13, -0.40)
H (3.99, 0.84, 1.85)
H (4.41, 2.52, 1.44)
H (2.08, 2.44, 2.23)
H (1.72, 1.10, 1.11)
H (-4.15, 3.34, 0.46)
H (-6.20, 1.99, 0.25)

***

# 4
Formula: C19H38N4OP2SiZr
Source: the Open Molecules 2025 dataset
Level of theory: ωB97M-V with the def2-TZVPD basis set

DFT total energy ... -2060.20262 a.u.
HOMO level ... -6.330 eV
E_LUMO ... -0.3 eV
HOMO-LUMO gap ... 6.1 eV

Element x y z (Å)
Zr (0.14, -0.75, -0.14)
Si (-2.11, -0.80, -1.74)
P (0.90, -2.79, -1.69)
N (1.03, 0.42, -1.46)
H (1.42, -1.13, 1.12)
C (2.40, -3.70, -1.21)
H (2.62, -4.48, -1.95)
H (2.25, -4.15, -0.22)
H (3.24, -3.00, -1.15)
C (-0.29, -4.14, -1.94)
H (0.17, -4.92, -2.56)
H (-1.20, -3.78, -2.43)
H (-0.58, -4.57, -0.97)
C (1.29, -2.29, -3.41)
H (1.61, -3.17, -3.99)
H (2.08, -1.54, -3.40)
H (0.41, -1.83, -3.88)
C (-3.55, -1.87, -1.18)
H (-3.85, -1.60, -0.16)
H (-3.28, -2.94, -1.22)
H (-4.40, -1.69, -1.86)
H (-2.70, 0.57, -1.75)
H (-1.93, -1.21, -3.17)
C (1.49, 1.32, -2.32)
C (3.18, 2.98, -2.93)
C (2.76, 1.96, -2.10)
C (0.70, 1.74, -3.44)
C (1.15, 2.75, -4.27)
C (2.39, 3.37, -4.03)
H (4.12, 3.48, -2.72)
H (3.34, 1.62, -1.24)
H (-0.27, 1.24, -3.57)
H (0.53, 3.07, -5.10)
H (2.74, 4.16, -4.69)
C (-1.28, -2.92, 1.94)
O (-1.19, -2.29, 0.84)
C (-0.52, -2.54, 3.16)
H (-0.47, -3.40, 3.83)
H (-1.04, -1.73, 3.71)
H (0.50, -2.21, 2.93)
C (-2.18, -4.08, 2.10)
H (-1.57, -4.95, 2.42)
H (-2.73, -4.33, 1.19)
H (-2.89, -3.86, 2.91)
C (-1.07, 3.07, 3.75)
N (0.02, 2.07, 3.69)
C (1.27, 2.70, 3.21)
N (1.08, 3.40, 1.91)
C (-0.04, 4.37, 2.02)
N (-1.31, 3.75, 2.46)
C (-1.86, 2.83, 1.45)
P (-0.69, 1.45, 1.12)
C (-0.36, 0.91, 2.88)
C (0.86, 2.46, 0.81)
H (-0.79, 3.84, 4.49)
H (-1.99, 2.56, 4.06)
H (2.03, 1.92, 3.07)
H (1.59, 3.44, 3.96)
H (-0.20, 4.82, 1.02)
H (0.23, 5.14, 2.75)
H (-2.81, 2.41, 1.80)
H (-2.04, 3.37, 0.51)
H (0.43, 0.15, 2.90)
H (-1.28, 0.46, 3.28)
H (0.74, 3.02, -0.12)
H (1.73, 1.80, 0.69)

***

Look up the DFT total energy of the first one.
-2283.48849 a.u.

***

The lowest DFT total energy belongs to which entry?
C8H4CoINS8Sb

***

DFT total energy of number 4 (C19H38N4OP2SiZr)?
-2060.20262 a.u.

***

Copy entry 2 word for word.
Formula: C8H4CoINS8Sb
Source: the Open Molecules 2025 dataset
Level of theory: ωB97M-V with the def2-TZVPD basis set

DFT total energy ... -5468.37882 a.u.
<S²> ... 8.79
HOMO level (alpha / beta) ... -4.462 / -4.900 eV
Multiplicity ... 6
Total charge ... -1
E_LUMO (alpha / beta) ... 1.9 / 0.5 eV
HOMO-LUMO gap (alpha / beta) ... 6.3 / 5.4 eV

Element x y z (Å)
Co (-0.18, 0.17, 0.38)
S (5.36, -0.08, 5.16)
C (4.14, -0.04, 4.07)
S (2.47, 0.15, 4.50)
C (1.79, 0.11, 2.88)
C (2.70, -0.04, 1.85)
S (2.37, -0.08, 0.20)
S (4.38, -0.17, 2.36)
S (0.11, 0.27, 2.73)
S (-2.91, 2.75, -2.55)
Sb (-2.42, 2.43, -0.30)
S (-2.40, -0.01, -0.08)
S (0.01, 2.34, -0.33)
I (-0.24, -5.37, 2.73)
C (-0.11, -4.20, 0.99)
C (-0.05, -4.79, -0.26)
C (0.05, -3.95, -1.36)
C (0.07, -2.58, -1.17)
N (0.01, -2.02, 0.04)
C (-0.08, -2.82, 1.10)
H (-0.07, -5.87, -0.37)
H (0.09, -4.36, -2.36)
H (0.14, -1.90, -2.01)
H (-0.14, -2.34, 2.07)